1.
Formula: C21H16Cl3GeIrNS4
Source: OMol25
Level of theory: ωB97M-V/def2-TZVPD

The geometry in XYZ format:
```
47
Properties=species:S:1:pos:R:3:forces:R:3
Ir 1.940 -1.772 -2.344 0.056 0.144 0.008
S 2.698 -3.901 -2.122 0.036 0.008 -0.016
S 4.397 -3.831 -3.322 0.045 -0.049 -0.025
S 5.355 -2.221 -2.536 -0.032 -0.013 -0.019
S 3.908 -0.759 -2.834 -0.035 -0.014 0.003
C 1.221 -1.870 -0.642 -0.067 -0.011 0.069
Ge 0.054 -0.580 0.272 0.018 -0.073 0.034
C 0.899 1.181 0.352 -0.012 0.032 0.004
C 2.262 1.339 0.103 -0.025 0.047 0.002
C 2.876 2.574 0.276 -0.015 0.023 0.037
C 2.135 3.664 0.710 0.031 -0.025 -0.005
C 0.775 3.523 0.954 -0.005 0.005 -0.032
C 0.163 2.292 0.769 0.040 -0.028 0.070
C -1.704 -0.515 -0.577 0.013 -0.006 -0.041
C -1.957 -1.096 -1.818 0.020 0.009 0.025
C -3.201 -0.972 -2.422 -0.024 0.020 -0.008
C -4.212 -0.263 -1.791 -0.002 -0.002 0.014
C -3.982 0.303 -0.543 0.005 -0.013 0.004
C -2.740 0.168 0.061 -0.017 0.003 -0.001
C -0.207 -1.191 2.103 -0.001 0.001 0.003
C -1.138 -2.190 2.386 0.012 0.001 0.007
C -1.302 -2.660 3.682 -0.002 0.002 -0.003
C -0.537 -2.131 4.712 0.003 0.002 -0.001
C 0.390 -1.134 4.445 -0.009 0.001 0.008
C 0.552 -0.667 3.147 0.008 0.011 0.001
H 1.614 -2.645 0.023 -0.031 -0.003 -0.010
H 2.854 0.498 -0.240 0.014 -0.022 0.015
H 3.934 2.679 0.076 0.007 0.002 0.000
H 2.615 4.624 0.857 0.000 -0.006 -0.002
H 0.191 4.373 1.285 0.002 -0.002 0.002
H -0.901 2.199 0.961 0.038 0.007 0.010
H -1.178 -1.658 -2.321 0.015 -0.004 0.003
H -3.381 -1.432 -3.386 -0.001 -0.001 0.002
H -5.182 -0.164 -2.261 0.005 0.006 0.001
H -4.774 0.840 -0.036 -0.003 -0.001 -0.001
H -2.581 0.601 1.043 -0.018 -0.030 0.007
H -1.747 -2.605 1.590 -0.004 0.001 -0.004
H -2.027 -3.437 3.888 -0.001 0.001 0.000
H -0.664 -2.495 5.724 0.001 -0.001 0.000
H 0.985 -0.717 5.247 0.001 -0.001 0.001
H 1.274 0.119 2.950 -0.001 -0.010 0.000
Cl -1.599 2.459 -2.175 -0.001 0.035 -0.158
C -0.123 2.347 -3.133 -0.028 0.001 0.001
Cl -0.488 2.443 -4.865 -0.018 0.004 0.022
Cl 1.027 3.598 -2.669 0.005 0.040 0.000
C 0.502 1.046 -2.883 -0.002 -0.040 -0.013
N 1.003 0.037 -2.696 -0.023 -0.052 -0.015
```
Positions in Å, forces in eV/Å.

Calculated values
**E_LUMO (alpha / beta)**: -0.70 / -1.66 eV
**Relative energy (zero: lowest compared OMol25 entry of this formula, charge and spin)**: 0.0 kcal per mole
**Spin multiplicity**: 2
**Energy**: -6019.1252 a.u.

---

2.
Formula: C23H70N4O11
Source: OMol25
Level of theory: ωB97M-V/def2-TZVPD

The geometry in XYZ format:
```
108
Properties=species:S:1:pos:R:3:forces:R:3
C -3.302 -7.181 2.567 0.151 -0.191 0.236
O -2.544 -6.270 1.814 0.077 0.008 -0.217
C -1.178 -6.266 2.201 -0.617 -0.067 0.367
C -0.534 -5.007 1.696 0.194 0.820 -0.192
C -0.081 -5.100 0.251 0.149 -0.553 -0.293
N 0.648 -4.687 2.515 0.128 0.153 0.162
H -4.218 -7.413 2.029 -0.048 0.113 -0.018
H -3.543 -6.759 3.553 -0.057 -0.041 -0.048
H -2.754 -8.118 2.735 -0.054 0.014 -0.082
H -1.118 -6.254 3.301 0.032 -0.171 -0.041
H -0.707 -7.180 1.821 0.223 0.055 0.118
H -1.264 -4.194 1.776 -0.166 -0.175 -0.052
H 0.561 -4.264 -0.021 0.037 0.004 0.045
H -0.897 -5.136 -0.471 -0.204 0.085 0.194
H 0.492 -6.025 0.119 0.113 0.143 0.002
H 0.403 -4.611 3.499 -0.166 -0.238 -0.049
H 0.916 -3.736 2.280 0.137 -0.101 -0.139
C 5.759 5.847 -0.244 -0.313 -0.167 0.334
O 5.632 4.456 -0.069 -0.227 -0.078 -0.055
C 5.835 3.730 -1.259 0.240 0.340 -0.294
C 5.512 2.268 -1.012 0.066 -0.414 0.477
C 4.118 2.123 -0.414 -0.031 -0.365 -0.102
N 6.468 1.616 -0.102 -0.457 -0.173 -0.474
H 5.472 6.295 0.706 0.290 0.088 0.022
H 5.046 6.229 -0.985 0.200 -0.083 -0.209
H 6.789 6.100 -0.510 -0.041 0.234 -0.061
H 5.213 4.136 -2.073 -0.070 -0.042 0.120
H 6.886 3.854 -1.572 -0.087 -0.147 -0.059
H 5.562 1.717 -1.955 0.013 0.191 -0.125
H 3.878 1.073 -0.234 0.172 0.005 0.069
H 3.338 2.494 -1.080 0.086 0.318 0.068
H 4.105 2.650 0.538 -0.288 0.047 -0.016
H 6.364 1.985 0.834 0.249 0.147 0.010
H 7.407 1.754 -0.448 0.130 0.060 0.304
C 0.385 1.274 -2.359 -0.241 0.981 -0.337
O -0.240 0.237 -1.654 0.364 -0.036 0.071
C 0.068 0.311 -0.280 0.396 0.254 0.744
C -0.867 -0.556 0.558 1.160 -0.228 -0.474
C -0.419 -0.486 2.023 -1.341 1.052 -0.488
N -0.854 -1.946 0.116 -0.166 -0.208 -0.075
H 0.005 2.256 -2.023 -0.134 -0.141 -0.040
H 0.147 1.172 -3.417 0.010 -0.138 0.007
H 1.473 1.376 -2.249 -0.003 -0.624 0.160
H 1.121 0.031 -0.089 -0.068 -0.106 -0.183
H -0.013 1.351 0.082 -0.088 -0.013 -0.216
H -1.840 -0.096 0.434 -0.222 -0.572 0.208
H -0.191 0.575 2.181 0.438 -0.224 0.526
H 0.399 -1.143 2.300 0.178 0.053 -0.184
H -1.302 -0.695 2.632 0.218 -0.260 0.171
H -1.311 -2.088 -0.778 -0.109 0.250 -0.061
H 0.113 -2.202 -0.068 0.001 -0.063 0.174
C -4.403 -1.260 -0.206 0.275 0.220 -0.800
O -3.948 -0.622 0.952 0.133 0.119 0.409
C -4.676 0.501 1.403 0.396 0.103 0.109
C -4.685 1.669 0.406 -0.986 0.038 0.343
C -3.312 1.905 -0.178 0.646 0.029 -0.715
N -5.281 2.834 1.071 0.148 -0.175 0.238
H -3.703 -2.067 -0.418 -0.250 -0.272 0.324
H -4.314 -0.619 -1.101 -0.319 0.076 0.233
H -5.433 -1.617 -0.110 0.015 -0.100 0.002
H -5.694 0.223 1.696 -0.049 0.079 -0.128
H -4.139 0.813 2.309 -0.123 0.020 -0.024
H -5.442 1.374 -0.331 0.455 0.192 -0.444
H -3.116 1.223 -1.013 0.239 -0.229 0.371
H -2.529 1.815 0.581 -0.082 -0.260 0.001
H -3.127 2.887 -0.620 -0.719 0.215 0.181
H -5.267 3.624 0.438 -0.048 0.042 0.033
H -4.733 3.095 1.886 0.006 0.036 -0.052
O 1.131 -2.839 -4.994 0.120 0.087 -0.046
C -0.169 -3.407 -5.052 0.010 -0.154 -0.901
C -0.691 -3.500 -3.675 -0.229 -0.131 1.073
O -0.953 -2.223 -3.109 -0.129 -0.329 0.001
H 1.286 -2.315 -5.784 0.025 -0.045 -0.011
H -0.845 -2.797 -5.660 0.042 0.070 0.036
H -0.152 -4.414 -5.494 0.170 0.080 -0.010
H 0.022 -4.060 -3.055 0.047 0.058 -0.015
H -1.616 -4.080 -3.655 -0.106 0.182 -0.069
H -0.112 -1.825 -2.859 -0.064 0.197 -0.019
C -1.910 2.698 3.907 0.867 1.077 0.705
O -0.747 2.297 4.656 -0.245 -0.204 -0.282
H -2.785 2.647 4.555 -0.244 -0.273 -0.320
H -1.742 3.749 3.642 -0.375 -0.084 -0.243
H -1.991 2.133 2.987 -0.029 -0.378 0.154
H -0.582 2.995 5.298 -0.032 -0.013 0.002
C -3.206 3.579 -3.685 -0.283 0.033 1.017
O -2.756 4.496 -2.673 0.052 -0.162 -0.324
H -3.030 4.018 -4.662 0.031 -0.114 -0.121
H -2.735 2.601 -3.573 0.231 0.087 -0.274
H -4.274 3.407 -3.525 -0.036 0.106 -0.281
H -2.183 4.022 -2.066 0.045 0.042 -0.053
C 3.227 -2.300 2.196 0.769 -1.125 0.060
O 3.782 -1.052 1.864 -0.343 0.388 0.116
H 2.443 -2.649 1.517 -0.088 0.292 -0.082
H 4.008 -3.076 2.186 -0.151 0.021 -0.095
H 2.861 -2.322 3.222 -0.183 0.505 -0.057
H 4.311 -1.149 1.069 0.058 0.020 0.001
C 1.826 -0.025 5.087 0.204 0.007 0.848
O 1.532 1.072 5.964 -0.173 -0.390 -0.384
H 0.890 -0.527 4.830 0.095 0.095 -0.570
H 2.418 0.355 4.255 -0.229 -0.388 -0.395
H 2.409 -0.780 5.621 0.146 0.272 0.102
H 0.793 1.474 5.490 0.015 0.242 0.335
C 0.216 4.467 -5.029 0.086 -0.085 0.416
O 1.084 5.588 -4.926 0.046 -0.243 -0.047
H -0.816 4.796 -5.165 -0.033 -0.171 -0.219
H 0.538 3.750 -5.789 -0.145 0.196 -0.237
H 0.257 3.918 -4.087 0.038 0.225 0.091
H 1.128 6.001 -5.792 0.026 0.078 0.016
```
Positions in Å, forces in eV/Å.

Calculated values
**Structure (SMILES)**: COC[C@H](C)N.COC[C@H](C)N.COC[C@H](C)N.COC[C@H](C)N.OCCO.CO.CO.CO.CO.CO
**E_LUMO**: 0.38 eV
**Relative energy (zero: lowest compared OMol25 entry of this formula, charge and spin)**: 19.2 kcal per mole
**Spin multiplicity**: 1
**Energy**: -1964.7561 a.u.

---

3.
Formula: C2H2FO2Rh
Source: OMol25
Level of theory: ωB97M-V/def2-TZVPD

The geometry in XYZ format:
```
8
Properties=species:S:1:pos:R:3:forces:R:3
H -0.080 1.043 1.236 -0.516 -0.530 0.329
O -0.961 -0.807 0.806 0.462 0.228 1.278
C 0.047 0.032 0.752 3.957 0.977 2.074
C 0.387 0.452 -0.688 0.825 -0.279 -2.054
O -0.284 -0.006 -1.609 1.089 1.167 1.037
F 1.258 -0.510 1.242 -2.374 0.830 -0.812
H 1.287 1.055 -0.891 -0.118 0.141 0.193
Rh -1.654 -1.258 -0.849 -3.324 -2.534 -2.046
```
Positions in Å, forces in eV/Å.

Calculated values
**E_LUMO (alpha / beta)**: -11.49 / -15.44 eV
**Total charge**: +2
**Relative energy (zero: lowest compared OMol25 entry of this formula, charge and spin)**: 13.2 kcal per mole
**Spin multiplicity**: 5
**Energy**: -437.2942 a.u.

---

4.
Formula: C23H36N2O6
Source: OMol25
Level of theory: ωB97M-V/def2-TZVPD

The geometry in XYZ format:
```
67
Properties=species:S:1:pos:R:3:forces:R:3
C -6.632 -1.001 0.639 0.529 -1.713 -2.979
C -6.064 0.385 0.155 -4.759 1.274 0.975
C -4.581 0.495 -0.255 -3.699 -7.575 1.789
C -4.208 1.767 -0.648 1.082 4.587 1.941
C -2.729 1.734 -0.998 -3.209 9.899 11.075
C -2.279 1.005 -1.977 5.154 0.310 -7.075
H -3.108 0.842 -2.602 -0.725 0.191 -2.330
C -1.697 -0.260 -1.761 2.464 -4.800 6.042
C -1.294 -1.047 -2.967 8.805 -0.299 6.547
C -0.717 -2.536 -2.573 -5.269 3.633 0.970
C 0.478 -2.349 -1.730 1.876 -7.400 -7.038
C 1.672 -2.000 -2.645 5.069 -13.009 10.734
C 2.753 -1.557 -1.732 -1.842 8.104 1.974
O 3.775 -1.785 -1.141 0.523 -2.950 -1.178
N 2.300 -0.155 -1.421 2.717 -1.325 1.932
H 1.377 0.188 -1.564 -0.828 -0.004 -0.464
C 2.970 0.611 -0.310 -0.758 4.896 -2.606
C 1.983 1.939 -0.202 1.393 0.993 -1.454
O 1.151 2.221 -1.047 0.706 -0.833 1.569
O 2.394 2.913 0.740 0.553 -3.977 -3.491
C 1.587 4.050 0.692 3.641 2.070 6.616
C 1.875 5.198 -0.102 3.709 0.857 -5.738
H 1.742 4.856 -1.197 0.487 0.134 1.139
H 2.992 5.380 -0.040 -1.113 0.125 -0.080
H 1.426 6.181 -0.307 -0.719 -0.459 1.797
H 0.658 3.810 0.697 -6.155 -1.856 -0.225
H 1.871 4.218 1.790 -1.293 1.302 -0.916
H 3.946 1.274 -0.777 -2.210 -2.317 1.580
C 3.143 0.094 1.145 4.354 -0.104 -4.503
O 4.496 -0.536 1.111 -1.741 0.135 0.056
H 4.491 -1.009 0.229 0.172 0.527 1.275
C 2.039 -0.808 1.288 -0.498 2.262 2.010
C 0.828 -0.218 1.595 -0.628 -12.538 0.344
C -0.284 -1.230 1.855 2.618 6.264 -0.102
C -0.108 -2.538 2.036 -0.052 1.879 -0.011
C 1.242 -2.782 1.936 -1.452 -9.840 -0.129
C 2.291 -2.142 1.421 0.364 0.143 2.311
H 3.256 -2.536 1.758 -0.021 0.245 -1.380
H 1.353 -3.997 2.045 0.495 2.896 0.276
H -1.038 -2.970 2.356 0.428 -1.553 0.169
N -1.498 -0.619 2.187 -9.831 3.802 -0.817
O -1.816 0.741 2.265 3.382 -5.962 -0.152
O -2.611 -1.349 2.167 5.169 1.755 0.445
H 0.555 0.657 1.494 -2.193 8.756 -0.618
H 3.189 1.004 1.695 0.014 0.135 1.134
H 1.640 -1.487 -3.361 -1.062 7.794 -10.421
H 2.369 -3.064 -2.935 -2.794 2.356 -0.196
H 0.552 -2.071 -0.824 -0.495 3.443 6.141
H 0.722 -3.477 -1.502 -0.155 1.548 -0.181
H -1.668 -2.943 -1.955 2.365 0.218 -1.520
H -0.582 -2.980 -3.551 0.379 -0.827 0.333
H -0.441 -0.469 -3.453 -0.609 -0.563 0.462
H -1.907 -1.086 -3.649 -7.021 -0.637 -6.723
H -0.759 -0.212 -0.870 -1.902 0.384 -2.851
H -2.313 -0.919 -0.979 0.380 0.989 -2.012
H -1.371 1.743 -2.297 -1.935 -2.002 -1.033
H -2.259 1.560 0.001 0.140 -0.293 -0.605
H -2.605 2.971 -0.968 0.581 -2.812 -1.032
H -4.757 2.212 -1.508 -0.129 -0.322 0.737
H -4.392 2.483 0.466 0.598 -1.609 -3.666
H -4.529 -0.359 -1.148 0.254 2.006 2.071
H -4.106 0.037 0.712 0.206 1.026 -2.017
H -6.768 0.763 -0.747 1.532 -0.850 1.837
H -6.525 1.048 1.100 2.103 -0.789 -2.396
H -7.706 -1.100 0.892 0.528 0.860 -0.083
H -6.534 -1.766 -0.245 -0.035 1.149 1.384
H -6.081 -1.475 1.441 0.362 0.269 0.358
```
Positions in Å, forces in eV/Å.

Calculated values
**E_LUMO**: -2.03 eV
**Relative energy (zero: lowest compared OMol25 entry of this formula, charge and spin)**: 440.9 kcal per mole
**Spin multiplicity**: 1
**Energy**: -1458.2343 a.u.